Molecular formula: C8H10S
Method: DFT, ωB97M-V with the def2-TZVPD basis set

ORCA input file:
```
! RIJCOSX wB97M-V def2-TZVPD def2/J DEFGRID3
* xyz 0 1
C 0.42 1.46 0.27
C 1.22 0.82 -0.84
C -1.07 1.31 0.20
C 0.59 -0.60 -0.93
C -1.56 -0.11 0.08
C 0.22 -0.96 1.52
C 2.26 1.11 -1.49
C -0.46 -1.06 0.17
S 0.93 0.76 1.78
H -1.66 1.84 0.99
H -1.32 1.86 -0.76
H 0.38 -0.88 -1.93
H 1.52 -1.34 -0.90
H -2.29 -0.17 0.96
H -2.07 -0.42 -0.75
H -0.47 -1.28 2.29
H 1.10 -1.56 1.52
H 2.94 1.32 -2.24
H -0.69 -2.10 0.07
*
```

The calculation puts the HOMO energy (alpha / beta) at -7.83 / -8.20 eV. Its energy relative to the best compared isomer or geometry (same formula, charge and spin) is 6.3990 eV. The calculated total energy is -19287.2344 eV. For the LUMO energy (alpha / beta), the calculation gives -0.5 / 0.2 eV. The value obtained for the HOMO-LUMO gap (alpha / beta) is 7.3 / 8.4 eV.

=====

Molecular formula: C48H119N10O18
Method: DFT, ωB97M-V with the def2-TZVPD basis set

ORCA input file:
```
! RIJCOSX wB97M-V def2-TZVPD def2/J DEFGRID3
* xyz 0 2
N 0.97 -1.18 -2.27
H 0.23 -1.47 -1.65
H 1.87 -1.30 -1.82
H 1.07 -0.19 -2.46
H 0.97 -1.61 -3.18
N -5.51 3.26 1.46
H -5.74 3.59 2.39
H -4.82 3.84 1.02
H -6.31 3.39 0.86
H -5.21 2.29 1.49
N -4.11 2.33 4.99
H -3.48 2.96 5.45
H -3.59 1.88 4.25
H -4.88 2.88 4.64
H -4.47 1.70 5.69
C -2.30 -0.01 0.61
C -2.48 0.56 1.84
C -1.40 0.64 2.91
O -1.51 1.18 4.03
C -0.16 0.06 2.68
C 0.16 -0.53 1.43
C -1.05 -0.78 0.40
O -0.98 -1.58 -0.55
O 1.31 -0.69 1.04
O -3.66 1.11 1.94
H -3.04 0.02 -0.17
H 0.64 0.19 3.39
C -2.42 -5.36 -4.10
O -1.82 -4.19 -4.65
C -2.05 -3.04 -3.87
C -1.44 -1.85 -4.61
N -0.01 -2.09 -4.61
C 0.60 -1.11 -5.51
C 2.12 -1.56 -5.72
O 2.76 -1.45 -4.43
C 4.13 -1.89 -4.46
H -2.38 -5.45 -3.02
H -2.03 -6.27 -4.55
H -3.48 -5.20 -4.33
H -1.75 -3.11 -2.82
H -3.13 -2.95 -3.79
H -1.57 -0.96 -4.00
H -1.74 -1.65 -5.64
H 0.24 -2.96 -5.06
H 0.51 -0.06 -5.21
H 0.15 -1.07 -6.50
H 2.62 -0.88 -6.41
H 2.24 -2.56 -6.12
H 4.48 -2.00 -3.43
H 4.82 -1.19 -4.94
H 4.25 -2.84 -4.97
C 2.12 1.27 6.08
O 3.30 0.55 5.81
C 3.72 0.68 4.46
C 5.06 -0.08 4.31
N 6.09 0.71 5.05
C 7.42 0.06 4.76
C 8.39 0.40 5.86
O 7.88 0.15 7.17
C 8.92 0.07 8.13
H 2.00 2.29 5.71
H 1.86 1.21 7.14
H 1.27 0.75 5.64
H 3.71 1.68 4.04
H 3.00 0.14 3.84
H 5.21 -0.03 3.23
H 4.99 -1.07 4.75
H 5.87 0.55 6.03
H 7.88 0.36 3.82
H 7.32 -1.02 4.75
H 8.71 1.44 5.73
H 9.28 -0.20 5.64
H 9.28 -0.95 7.98
H 8.48 0.19 9.12
H 9.66 0.87 8.04
C -9.52 3.88 -5.04
O -8.87 2.58 -4.99
C -8.94 1.82 -3.82
C -7.65 1.00 -3.52
N -6.54 1.83 -2.94
C -5.39 0.92 -2.70
C -4.53 0.72 -3.98
O -3.75 1.85 -4.34
C -3.30 1.79 -5.65
H -8.84 4.68 -4.75
H -10.37 3.95 -4.37
H -9.86 4.07 -6.06
H -9.79 1.13 -3.76
H -9.08 2.45 -2.93
H -7.42 0.43 -4.42
H -7.96 0.32 -2.73
H -6.38 2.64 -3.52
H -5.60 -0.03 -2.22
H -4.73 1.39 -1.97
H -5.12 0.39 -4.83
H -3.93 -0.18 -3.85
H -4.05 1.67 -6.43
H -2.48 1.09 -5.82
H -2.86 2.75 -5.94
C 0.56 4.08 -6.22
O 0.22 2.97 -5.38
C -0.42 3.20 -4.13
C -0.36 1.89 -3.33
N 1.05 1.50 -3.09
C 1.81 2.49 -2.30
C 1.76 2.43 -0.75
O 2.82 3.10 -0.03
C 2.78 2.74 1.32
H 0.97 3.65 -7.13
H 1.30 4.68 -5.67
H -0.31 4.71 -6.40
H -1.42 3.59 -4.33
H 0.04 3.99 -3.55
H -0.82 1.08 -3.90
H -1.03 1.96 -2.48
H 1.45 1.51 -4.01
H 1.87 3.54 -2.58
H 2.82 2.11 -2.44
H 1.83 1.39 -0.44
H 0.79 2.78 -0.40
H 1.83 2.73 1.85
H 3.43 3.45 1.82
H 3.19 1.73 1.39
C 7.24 -0.91 0.08
O 6.02 -0.97 0.90
C 4.96 -0.15 0.44
C 4.16 -0.43 -0.83
N 3.11 -1.45 -0.70
C 3.71 -2.76 -0.38
C 2.71 -3.86 -0.04
O 2.04 -4.18 -1.28
C 0.69 -4.59 -1.09
H 7.51 0.14 0.17
H 6.98 -1.20 -0.93
H 8.15 -1.40 0.42
H 5.37 0.86 0.38
H 4.25 -0.17 1.27
H 4.88 -0.68 -1.61
H 3.73 0.51 -1.17
H 2.58 -1.12 0.10
H 4.28 -2.64 0.54
H 4.39 -3.03 -1.19
H 2.04 -3.50 0.74
H 3.27 -4.72 0.32
H 0.50 -5.29 -0.28
H 0.30 -4.98 -2.03
H -0.02 -3.79 -0.89
C 0.26 -3.23 3.59
O 0.62 -4.58 3.94
C -0.53 -5.31 4.51
C -0.16 -6.71 4.97
N 0.87 -6.66 5.97
C 1.33 -8.05 6.19
C 2.52 -7.91 7.15
O 3.50 -7.25 6.39
C 4.79 -7.09 6.90
H -0.32 -3.20 2.67
H 1.17 -2.70 3.34
H -0.17 -2.55 4.33
H -1.21 -5.33 3.65
H -0.99 -4.75 5.32
H 0.19 -7.20 4.06
H -1.02 -7.34 5.19
H 1.66 -6.09 5.71
H 1.64 -8.47 5.24
H 0.57 -8.68 6.64
H 2.95 -8.89 7.37
H 2.19 -7.41 8.06
H 4.78 -6.58 7.87
H 5.41 -6.62 6.14
H 5.20 -8.08 7.10
C -5.23 5.18 -5.07
O -5.77 5.64 -3.84
C -4.81 6.01 -2.87
C -4.03 4.79 -2.29
N -3.10 5.26 -1.26
C -2.44 4.08 -0.62
C -2.10 4.34 0.87
O -3.15 4.96 1.56
C -2.83 5.25 2.89
H -4.43 5.85 -5.37
H -5.99 5.17 -5.86
H -4.83 4.17 -5.03
H -5.37 6.53 -2.09
H -4.12 6.71 -3.33
H -3.45 4.24 -3.04
H -4.81 4.16 -1.87
H -3.63 5.74 -0.53
H -1.50 3.92 -1.16
H -3.15 3.25 -0.68
H -1.21 4.96 0.98
H -1.92 3.37 1.33
H -3.71 5.35 3.54
H -2.39 6.24 3.01
H -2.27 4.52 3.47
*
```

The calculation puts the HOMO energy (alpha / beta) at -2.71 / -4.95 eV. The calculated total energy is -103444.4188 eV. For the LUMO energy (alpha / beta), the calculation gives -1.3 / -1.4 eV. The value obtained for the HOMO-LUMO gap (alpha / beta) is 1.4 / 3.5 eV. As for the expectation value of S²: 0.77.

=====

Molecular formula: C3H11N3O
Method: DFT, ωB97M-V with the def2-TZVPD basis set

ORCA input file:
```
! RIJCOSX wB97M-V def2-TZVPD def2/J DEFGRID3
* xyz 0 1
C -1.48 1.61 -0.04
N -1.22 0.20 0.10
O -2.22 -0.53 -0.58
H -1.83 -0.94 -1.37
H 0.38 0.40 -1.19
H -1.40 1.95 -1.08
H -0.74 2.16 0.55
H -2.48 1.84 0.33
N 2.45 0.11 -0.57
N 0.31 -1.70 1.22
C 1.07 -0.34 -0.65
C 0.36 -0.41 0.66
H 2.94 -0.39 0.16
H 2.49 1.10 -0.34
H -0.22 -1.74 2.07
H -0.04 -2.39 0.57
H 1.01 -1.28 -1.22
H 0.62 0.35 1.39
*
```

The calculation puts the HOMO energy at -7.39 eV. Its energy relative to the best compared isomer or geometry (same formula, charge and spin) is 4.3922 eV. The calculated total energy is -9803.6090 eV. Its SMILES is CN(O)[C@@H](N)CN. For the LUMO energy, the calculation gives 0.9 eV. The value obtained for the HOMO-LUMO gap is 8.3 eV.